# 1
{
  "formula": "C10H17NO3",
  "method": "ωB97M-V/def2-TZVPD",
  "symbols": ["O", "C", "C", "O", "C", "C", "C", "C", "N", "C", "C", "O", "C", "C", "H", "H", "H", "H", "H", "H", "H", "H", "H", "H", "H", "H", "H", "H", "H", "H", "H"],
  "positions_angstrom": [[4.670, -1.438, 0.724], [3.908, -0.934, -0.343], [3.102, 0.305, 0.053], [2.397, 0.748, -1.081], [1.545, 1.850, -0.827], [0.447, 1.525, 0.072], [-0.419, 1.157, 0.816], [-1.506, 0.727, 1.689], [-2.490, -0.181, 1.135], [-2.012, -1.499, 0.758], [-1.442, -1.550, -0.666], [-2.380, -1.063, -1.605], [-2.755, 0.265, -1.302], [-3.360, 0.356, 0.105], [5.309, -0.771, 0.999], [4.541, -0.686, -1.205], [3.225, -1.733, -0.634], [2.412, 0.055, 0.871], [3.782, 1.100, 0.411], [1.153, 2.143, -1.807], [2.120, 2.692, -0.404], [-1.065, 0.232, 2.564], [-2.042, 1.617, 2.041], [-1.259, -1.831, 1.475], [-2.872, -2.176, 0.812], [-1.233, -2.581, -0.957], [-0.516, -0.962, -0.725], [-3.492, 0.549, -2.056], [-1.880, 0.927, -1.380], [-3.604, 1.393, 0.340], [-4.282, -0.237, 0.127]],
  "atomic_forces_ev_per_a": [[0.2, 0.0, 0.4], [-0.3, 0.4, -0.4], [0.2, -0.2, 0.3], [0.0, 0.0, -0.1], [0.3, 0.2, -0.3], [-0.1, -0.2, 0.3], [0.3, 0.3, -0.3], [-0.3, -0.2, 0.3], [0.0, 0.0, 0.1], [0.0, -0.1, -0.3], [0.2, -0.1, 0.3], [-0.1, -0.1, 0.0], [-0.1, 0.3, 0.1], [0.0, 0.0, -0.3], [0.0, -0.1, 0.0], [-0.1, -0.1, 0.0], [0.0, 0.1, -0.1], [0.1, 0.0, -0.1], [-0.1, -0.1, 0.0], [0.1, 0.1, 0.2], [-0.1, -0.1, -0.2], [-0.1, 0.2, 0.0], [0.1, -0.1, 0.1], [0.0, 0.0, 0.0], [0.1, -0.1, 0.0], [0.1, 0.0, 0.1], [-0.1, -0.1, 0.0], [0.0, 0.1, 0.1], [-0.1, -0.1, 0.0], [-0.1, 0.0, 0.0], [0.0, 0.1, -0.1]],
  "de_lowest_kj_mol": 478.6,
  "total_charge": 0,
  "smiles": "OCCOCC#CCN1CCOCC1",
  "e_tot_ev": -18275.063,
  "orbital_gap_ev": 9.02,
  "lumo_energy_ev": 0.78
}

=====

# 2
{
  "formula": "C10H17NO4",
  "method": "ωB97M-V/def2-TZVPD",
  "symbols": ["N", "O", "O", "C", "C", "C", "C", "C", "C", "C", "O", "C", "C", "C", "O", "H", "H", "H", "H", "H", "H", "H", "H", "H", "H", "H", "H", "H", "H", "H", "H", "H"],
  "positions_angstrom": [[-0.137, 0.054, 1.578], [-1.075, -0.055, 0.794], [1.056, 0.214, 1.260], [3.782, -0.301, 6.408], [2.316, -0.185, 6.208], [1.558, 0.633, 6.947], [0.084, 0.792, 6.802], [-0.592, -0.260, 5.925], [0.243, -0.524, 4.692], [1.682, -0.906, 5.037], [2.487, -0.678, 3.904], [-2.054, 0.195, 5.531], [-2.737, -0.999, 4.795], [-2.845, 0.269, 6.894], [-2.127, 1.316, 4.868], [4.220, -1.010, 5.706], [4.267, 0.672, 6.285], [4.011, -0.591, 7.438], [2.021, 1.268, 7.698], [-0.395, 0.800, 7.792], [-0.161, 1.755, 6.331], [-0.669, -1.207, 6.469], [-0.191, -1.336, 4.080], [0.190, 0.381, 4.068], [1.648, -1.974, 5.362], [1.925, -0.443, 3.115], [-2.632, -1.954, 5.324], [-3.805, -0.781, 4.705], [-2.346, -1.073, 3.778], [-2.766, -0.651, 7.488], [-2.496, 1.127, 7.472], [-3.900, 0.446, 6.668]],
  "atomic_forces_ev_per_a": [[1.0, 0.2, -4.7], [1.8, 0.2, 2.8], [-3.0, -0.4, 1.8], [0.6, 0.0, 0.3], [-1.5, 1.2, -0.1], [0.4, -0.2, -0.2], [-0.6, 0.1, -0.2], [-0.3, 0.1, 0.0], [-0.1, 0.1, 0.0], [-0.5, -0.3, 0.4], [-0.1, -0.1, -1.5], [0.9, -3.5, 2.0], [-0.6, 0.5, -0.6], [-0.6, 1.0, -0.1], [-0.4, 1.3, -0.6], [0.1, 0.1, 0.1], [0.0, -0.1, -0.3], [0.0, -0.2, -0.2], [0.1, -0.2, 0.1], [0.2, 0.0, -0.2], [0.2, 0.1, 0.2], [-0.1, 0.1, 0.1], [0.2, 0.2, 0.3], [0.4, 0.0, 0.2], [0.3, 0.2, -0.7], [0.9, -0.4, 1.4], [0.2, 0.4, -0.1], [0.1, 0.0, 0.0], [0.0, -0.2, 0.1], [0.3, 0.2, -0.4], [0.0, -0.2, 0.0], [0.1, 0.0, 0.0]],
  "de_lowest_kj_mol": 513.8,
  "total_charge": 0,
  "e_tot_ev": -20319.379,
  "orbital_gap_ev": [6.84, 5.69],
  "lumo_energy_ev": [-1.90, -3.07]
}

=====

# 3
{
  "formula": "C10H18B2BeCl2F2MgO8PS",
  "method": "ωB97M-V/def2-TZVPD",
  "symbols": ["C", "C", "C", "Cl", "C", "O", "B", "S", "O", "C", "P", "O", "H", "H", "H", "H", "H", "H", "H", "H", "H", "H", "H", "H", "Be", "B", "O", "C", "O", "C", "O", "O", "F", "F", "C", "C", "O", "C", "H", "H", "H", "H", "H", "H", "Mg", "Cl"],
  "positions_angstrom": [[-2.696, -0.105, 0.689], [-1.437, 0.687, 0.191], [-0.956, 0.164, -1.188], [-0.102, 1.513, -2.004], [-0.103, -1.098, -1.086], [0.704, -1.104, 0.047], [0.916, -2.505, 0.452], [2.767, -2.824, 0.200], [0.145, -3.310, -0.559], [-0.905, -2.386, -0.870], [-2.201, -2.945, -2.046], [-3.473, -3.052, -1.318], [-2.350, -0.859, 1.382], [-3.422, 0.547, 1.156], [-3.132, -0.665, -0.140], [-0.687, 0.585, 0.966], [-1.714, 1.778, 0.172], [-1.827, -0.095, -1.804], [0.465, -1.171, -2.016], [0.456, -2.705, 1.589], [3.110, -2.377, -1.058], [-1.440, -2.269, 0.088], [-1.790, -4.142, -2.654], [-2.292, -1.923, -3.017], [-0.775, -4.108, 1.133], [2.336, 3.935, -3.850], [3.033, 3.033, -2.886], [3.572, 2.029, -3.551], [4.190, 1.122, -3.071], [3.249, 2.209, -5.045], [3.577, 1.465, -5.921], [2.530, 3.308, -5.185], [2.859, 5.198, -3.814], [0.972, 3.951, -3.527], [0.871, 0.683, 4.952], [-0.318, 1.188, 4.181], [-0.213, 1.552, 3.026], [-1.640, 1.226, 4.903], [1.753, 0.710, 4.317], [1.043, 1.312, 5.826], [0.696, -0.344, 5.275], [-1.571, 1.877, 5.775], [-1.919, 0.222, 5.226], [-2.410, 1.612, 4.238], [-2.712, 2.100, -1.415], [2.840, -4.019, 2.241]],
  "atomic_forces_ev_per_a": [[0.9, 0.1, -0.8], [-1.5, -1.0, -0.1], [-0.1, 0.5, 1.2], [-0.4, 0.4, -0.4], [-0.3, -0.1, 0.1], [0.0, 0.0, 0.1], [0.6, 1.2, -1.6], [-0.7, 0.5, 2.1], [-1.1, -1.0, 1.0], [0.3, 0.0, -0.2], [-0.5, -0.1, 0.0], [-0.6, 0.0, 0.5], [-0.2, -0.1, 0.4], [-0.2, -0.1, 0.3], [-0.5, 0.0, 0.0], [0.6, 0.6, -0.1], [0.8, -0.1, 0.4], [0.0, 0.0, -0.3], [0.2, -0.1, -0.1], [0.0, -0.4, 0.1], [0.2, -0.9, 0.1], [-0.7, 0.4, -0.4], [0.4, 0.3, -0.2], [0.6, -0.3, -0.3], [1.3, 0.7, -1.0], [0.1, 0.5, -0.1], [0.0, -0.3, -0.2], [0.1, 0.2, 0.5], [0.0, -0.4, 0.1], [-0.2, 0.3, -0.7], [0.1, -0.3, 0.0], [0.1, -0.3, 0.3], [0.0, 0.1, 0.1], [-0.6, -0.2, 0.2], [0.1, 0.1, -0.3], [0.1, 0.0, 0.0], [-0.2, -0.2, -0.1], [-0.1, 0.1, -0.3], [0.0, 0.0, 0.0], [-0.1, -0.1, 0.1], [0.0, 0.1, 0.2], [0.0, -0.1, 0.1], [0.0, 0.0, 0.2], [0.0, 0.0, 0.0], [1.0, 0.0, -0.5], [0.7, -0.2, -0.9]],
  "total_charge": 1,
  "e_tot_ev": -84834.225,
  "orbital_gap_ev": 1.96,
  "lumo_energy_ev": -8.64
}

=====

# 4
{
  "formula": "C10H18ClHoIN2O2PS",
  "method": "ωB97M-V/def2-TZVPD",
  "symbols": ["C", "C", "H", "H", "H", "O", "I", "Ho", "P", "C", "C", "H", "H", "H", "C", "H", "H", "H", "H", "H", "H", "C", "O", "Cl", "C", "N", "C", "C", "N", "C", "S", "H", "H", "H", "H", "H", "H"],
  "positions_angstrom": [[0.560, -0.192, -1.587], [-0.476, 0.920, -1.733], [0.883, -0.515, -2.588], [0.165, -1.091, -1.081], [1.445, 0.198, -1.064], [-0.229, 2.128, -1.778], [-1.212, 0.682, 1.118], [1.446, -1.330, 1.517], [-2.212, 0.343, -2.168], [-3.331, 1.632, -1.609], [-2.120, 0.288, -3.954], [-1.757, -1.988, -1.765], [-3.500, -1.617, -1.902], [-2.618, -1.234, -0.404], [-2.542, -1.271, -1.496], [-1.533, -0.585, -4.269], [-3.132, 0.213, -4.372], [-4.290, 1.535, -2.140], [-2.889, 2.620, -1.815], [-1.637, 1.198, -4.335], [-3.508, 1.546, -0.527], [1.787, 1.096, 1.068], [1.937, 2.240, 0.964], [0.393, -3.410, 0.779], [4.561, 1.231, 3.271], [3.393, 0.472, 3.745], [2.450, 0.928, 4.669], [1.479, -0.006, 4.783], [1.817, -1.027, 3.878], [3.079, -0.759, 3.311], [3.871, -1.710, 2.092], [5.353, 0.529, 2.992], [4.290, 1.844, 2.400], [4.885, 1.878, 4.096], [2.607, 1.863, 5.183], [0.585, -0.068, 5.384], [1.454, -1.987, 3.951]],
  "atomic_forces_ev_per_a": [[0.2, -0.1, -0.1], [0.6, 1.9, -0.1], [0.0, 0.2, 0.2], [0.0, 0.4, -0.2], [-0.1, 0.0, -0.4], [-0.4, -2.9, -0.1], [0.9, -0.7, 1.3], [-3.2, -0.2, -2.5], [0.6, 0.9, 0.2], [-0.4, 0.0, 0.0], [-0.2, -0.1, -0.4], [-0.2, 0.2, -0.1], [0.2, -0.1, 0.0], [0.0, 0.1, -0.3], [-0.4, -0.5, 0.1], [-0.2, 0.2, 0.1], [0.3, 0.0, 0.0], [0.3, 0.1, 0.1], [-0.1, -0.4, 0.0], [-0.2, -0.2, 0.2], [0.1, 0.0, -0.4], [0.7, 5.1, -0.4], [-0.4, -4.3, 0.4], [0.3, 0.5, 0.2], [0.2, 0.2, 0.2], [-0.1, -0.6, -0.1], [0.0, -0.4, 0.0], [0.3, 0.3, -0.4], [0.8, -0.5, 0.3], [0.2, 0.6, 0.7], [0.2, 0.3, 0.9], [-0.2, 0.2, 0.2], [0.0, -0.2, 0.3], [0.0, -0.2, -0.3], [-0.2, 0.0, 0.0], [0.1, 0.1, 0.0], [0.4, 0.3, 0.6]],
  "total_charge": 2,
  "multiplicity": 5,
  "s2": 6.005,
  "e_tot_ev": -84269.473,
  "orbital_gap_ev": [7.21, 7.33],
  "lumo_energy_ev": [-7.70, -7.59]
}